1.
Molecular formula: C18H48O18S6
Method: DFT, the ωB97M-V functional and the def2-TZVPD basis

Each line ends with the Mulliken charge.
CARTESIAN COORDINATES (ANGSTROEM)
O 0.10 5.48 2.68  -0.528
S -1.09 5.49 3.42  1.134
O -1.08 5.88 4.80  -0.672
O -2.07 6.46 2.63  -0.271
C -3.35 6.75 3.22  -0.159
C -3.87 8.02 2.57  -1.312
C -1.89 3.92 3.29  -1.024
H -3.25 6.86 4.30  0.377
H -4.04 5.92 3.00  0.268
H -4.89 8.22 2.90  0.378
H -3.82 7.99 1.49  0.331
H -3.25 8.85 2.92  0.316
H -1.93 3.65 2.23  0.307
H -2.89 4.03 3.71  0.442
H -1.26 3.23 3.84  0.385
O -0.70 1.44 0.17  -0.647
S -0.57 0.49 1.23  1.324
O -0.79 0.91 2.58  -0.612
O -1.48 -0.72 0.85  -0.151
C -1.77 -1.73 1.84  0.167
C -2.97 -1.38 2.66  -1.355
C 1.03 -0.27 1.14  -1.681
H -0.88 -1.83 2.47  0.220
H -1.93 -2.67 1.32  0.104
H -3.81 -1.24 1.98  0.289
H -2.88 -0.46 3.22  0.283
H -3.20 -2.20 3.33  0.430
H 1.04 -0.80 0.19  0.443
H 1.09 -0.95 1.99  0.619
H 1.78 0.51 1.12  0.601
O 5.39 -2.15 -2.17  -0.650
S 4.50 -1.61 -1.23  1.244
O 3.14 -2.03 -1.16  -0.507
O 5.15 -1.87 0.20  -0.404
C 4.31 -1.87 1.37  0.373
C 4.93 -0.94 2.41  -1.280
C 4.58 0.16 -1.29  -0.592
H 4.33 -2.89 1.75  0.359
H 3.29 -1.57 1.12  -0.177
H 5.89 -1.31 2.77  0.364
H 4.26 -0.84 3.26  0.366
H 5.05 0.05 1.97  0.272
H 5.62 0.38 -1.51  0.361
H 4.17 0.58 -0.39  0.105
H 4.01 0.44 -2.17  0.193
O -0.62 -5.40 2.22  -0.689
S -0.08 -5.21 0.92  1.170
O 0.26 -3.91 0.42  -0.434
O 1.19 -6.14 0.80  -0.290
C 2.11 -5.85 -0.26  0.232
C 3.25 -6.83 -0.22  -1.291
C -1.18 -5.97 -0.25  -0.739
H 2.48 -4.82 -0.24  0.041
H 1.59 -5.85 -1.23  0.227
H 4.02 -6.59 0.52  0.302
H 3.70 -6.85 -1.21  0.387
H 2.86 -7.83 0.01  0.344
H -1.76 -6.72 0.27  0.361
H -0.61 -6.33 -1.11  0.316
H -1.81 -5.19 -0.68  0.097
O 3.11 5.15 -1.91  -0.601
S 3.85 3.95 -2.09  1.257
O 5.25 3.90 -1.88  -0.669
O 3.25 2.83 -1.16  -0.204
C 1.90 2.99 -0.66  -0.081
C 1.76 3.99 0.50  -0.930
C 3.52 3.29 -3.72  -0.983
H 1.65 2.00 -0.29  -0.203
H 1.17 3.22 -1.44  0.337
H 1.72 3.46 1.45  0.308
H 0.88 4.60 0.35  0.242
H 2.66 4.58 0.60  0.442
H 4.47 3.32 -4.23  0.374
H 2.70 3.84 -4.17  0.373
H 3.13 2.28 -3.62  0.274
O -4.83 -0.52 -6.08  -0.631
S -4.81 -1.55 -5.13  1.270
O -3.93 -2.66 -5.27  -0.621
O -4.52 -0.82 -3.76  -0.328
C -4.47 -1.62 -2.56  -0.437
C -3.06 -2.11 -2.27  -0.703
C -6.49 -2.15 -4.93  -0.963
H -5.10 -2.51 -2.72  0.309
H -4.87 -1.02 -1.75  0.335
H -2.51 -2.56 -3.08  0.380
H -3.05 -2.75 -1.38  0.119
H -2.53 -1.20 -1.96  0.210
H -6.83 -2.19 -5.96  0.394
H -7.02 -1.48 -4.27  0.321
H -6.43 -3.16 -4.53  0.341

The SMILES is CCOS(C)(=O)=O.CCOS(C)(=O)=O.CCOS(C)(=O)=O.CCOS(C)(=O)=O.CCOS(C)(=O)=O.CCOS(C)(=O)=O. The value obtained for the molar mass is 744.97 g mol⁻¹. Its LUMO energy is 0.1747 eV. The calculation puts the total energy at -121307.8199 eV. The calculation puts the energy above the lowest of the compared OMol25 structures with the same formula, charge and spin at 96.29 kJ/mol. Its HOMO energy is -11.12 eV.

2.
Molecular formula: C18H48O20S6V
Method: DFT, the ωB97M-V functional and the def2-TZVPD basis

Each line ends with the Mulliken charge.
CARTESIAN COORDINATES (ANGSTROEM)
O -0.36 -19.09 -18.42  0.092
V -1.09 -19.93 -17.22  1.305
O -0.10 -20.34 -16.09  -0.321
O -1.83 -16.64 -14.18  -0.581
S -2.25 -16.79 -15.59  0.645
O -1.69 -17.91 -16.31  -0.602
O -3.92 -16.89 -15.68  -0.075
C -4.62 -15.82 -15.06  -0.495
C -6.03 -16.25 -14.61  -1.146
C -2.03 -15.21 -16.54  -1.082
H -4.64 -14.97 -15.74  0.364
H -3.99 -15.56 -14.21  0.529
H -6.65 -15.41 -14.92  0.359
H -6.14 -16.58 -13.58  0.314
H -6.32 -17.13 -15.17  0.203
H -1.01 -15.14 -16.92  0.400
H -2.47 -14.47 -15.87  0.440
H -2.73 -15.15 -17.37  0.338
O -2.06 -21.50 -18.42  0.188
S -2.28 -22.64 -19.30  0.812
O -2.49 -22.48 -20.77  -0.743
O -0.94 -23.62 -19.09  0.064
C -1.02 -24.82 -19.80  -0.418
C 0.35 -25.33 -20.11  -1.395
C -3.56 -23.89 -18.56  -0.780
H -1.70 -24.88 -20.65  0.478
H -1.37 -25.55 -19.08  0.304
H 0.33 -26.34 -20.52  0.490
H 1.07 -25.38 -19.29  0.271
H 0.80 -24.82 -20.96  0.293
H -3.09 -24.42 -17.74  0.395
H -3.78 -24.56 -19.39  0.463
H -4.41 -23.26 -18.28  -0.106
O 0.82 -21.73 -18.43  -0.568
S 1.83 -21.60 -19.47  0.729
O 2.83 -20.54 -19.38  -0.623
O 2.55 -23.01 -19.73  -0.051
C 3.99 -23.05 -19.94  -0.224
C 4.32 -24.38 -20.54  -1.210
C 0.95 -21.49 -21.11  -0.669
H 4.36 -22.82 -18.95  0.306
H 4.23 -22.21 -20.59  0.352
H 3.94 -24.41 -21.56  0.303
H 3.86 -25.25 -20.08  0.277
H 5.39 -24.55 -20.68  0.403
H 0.28 -20.64 -21.22  0.202
H 0.45 -22.45 -21.16  0.130
H 1.73 -21.48 -21.87  0.450
O 0.17 -18.82 -22.89  -0.506
S -0.18 -17.41 -22.78  1.064
O -1.51 -17.02 -23.06  -0.605
O 0.28 -16.71 -21.32  -0.242
C 1.62 -16.99 -20.90  -0.181
C 1.91 -16.68 -19.42  -1.132
C 0.97 -16.49 -23.89  -0.992
H 2.40 -16.46 -21.45  0.355
H 1.72 -18.08 -20.96  0.376
H 1.46 -15.70 -19.25  0.380
H 2.98 -16.53 -19.26  0.391
H 1.43 -17.36 -18.72  0.026
H 0.67 -16.72 -24.92  0.403
H 1.92 -16.87 -23.51  0.300
H 0.76 -15.44 -23.68  0.343
O -5.46 -18.20 -19.05  -0.644
S -4.38 -19.21 -19.10  0.645
O -3.14 -19.19 -18.30  -0.068
O -5.08 -20.70 -18.83  -0.034
C -6.38 -20.86 -19.42  -0.243
C -6.89 -22.30 -19.23  -1.250
C -3.86 -19.42 -20.97  -0.727
H -6.59 -20.62 -20.46  0.396
H -7.09 -20.37 -18.75  0.241
H -6.64 -22.52 -18.19  0.255
H -6.36 -22.91 -19.96  0.269
H -7.96 -22.24 -19.42  0.458
H -3.32 -18.51 -21.20  0.387
H -4.77 -19.48 -21.57  0.437
H -3.31 -20.36 -21.02  0.072
O -2.73 -20.44 -15.77  -0.259
S -3.86 -21.07 -15.07  0.924
O -4.58 -22.21 -15.61  -0.645
O -3.44 -21.44 -13.46  -0.346
C -2.98 -22.78 -13.21  -0.080
C -1.78 -22.76 -12.24  -1.245
C -4.98 -19.72 -14.58  -0.972
H -2.81 -23.27 -14.17  0.296
H -3.74 -23.29 -12.62  0.284
H -0.87 -22.35 -12.68  0.310
H -1.57 -23.79 -11.96  0.390
H -1.99 -22.20 -11.33  0.315
H -5.72 -20.16 -13.91  0.502
H -5.40 -19.32 -15.50  0.223
H -4.41 -19.00 -14.00  0.321

The value obtained for the molar mass is 827.91 g mol⁻¹. Its LUMO energy is -2.8663 eV. The calculation puts the total energy at -151082.6878 eV. The calculation puts the energy above the lowest of the compared OMol25 structures with the same formula, charge and spin at 417.99 kJ/mol. Its total charge is +1. Its HOMO energy is -12.74 eV.

3.
Molecular formula: C18H49B3F12O7V2
Method: DFT, the ωB97M-V functional and the def2-TZVPD basis

Each line ends with the Mulliken spin population.
CARTESIAN COORDINATES (ANGSTROEM)
V -1.13 -2.68 1.68  2.999
V 1.75 -0.37 2.75  2.918
O 0.64 -2.12 2.68  -0.002
H 0.96 -2.89 3.16  0.014
B 0.78 0.46 5.07  -0.010
F 1.14 -0.92 5.02  0.008
F 0.24 0.74 3.77  0.011
F -0.12 0.75 6.06  0.002
F 1.99 1.19 5.22  0.003
B -0.88 -0.06 0.79  -0.029
F -1.69 -0.50 1.87  0.009
F -1.48 0.98 0.10  -0.003
F 0.36 0.40 1.29  -0.037
F -0.69 -1.21 0.00  0.010
B 0.11 -4.52 0.09  0.008
F -0.49 -4.70 1.44  0.006
F -0.89 -3.83 -0.64  0.020
F 1.22 -3.69 0.26  -0.001
F 0.37 -5.74 -0.48  0.000
C -4.10 4.80 1.83  0.000
C -3.03 4.16 0.95  0.000
C -1.69 4.07 1.67  0.000
O -3.49 2.86 0.57  0.000
H -3.83 5.81 2.14  0.000
H -4.30 4.21 2.74  0.000
H -5.05 4.87 1.30  0.000
H -2.96 4.79 0.06  0.000
H -1.52 4.92 2.33  0.000
H -0.87 4.01 0.96  0.000
H -1.63 3.15 2.26  0.000
H -2.81 2.24 0.83  0.000
C -1.17 -4.95 -5.20  0.000
C -0.92 -4.41 -3.81  0.001
C -0.84 -2.89 -3.83  0.000
O -2.03 -4.83 -3.02  0.000
H -1.04 -6.04 -5.22  0.000
H -0.49 -4.52 -5.94  0.000
H -2.21 -4.76 -5.48  0.000
H 0.03 -4.83 -3.46  0.000
H -1.76 -2.45 -4.21  0.000
H -0.05 -2.52 -4.50  0.000
H -0.61 -2.49 -2.84  0.000
H -1.76 -4.76 -2.09  -0.001
C -0.10 3.01 -2.28  0.000
C 1.31 2.71 -1.82  0.000
C 2.24 3.91 -1.83  0.000
O 1.30 2.16 -0.49  -0.015
H -0.65 2.12 -2.58  0.000
H -0.13 3.65 -3.16  0.000
H -0.64 3.56 -1.50  0.000
H 1.72 1.95 -2.51  0.000
H 2.05 4.53 -2.71  0.000
H 3.28 3.61 -1.89  0.000
H 2.07 4.52 -0.94  0.000
H 0.45 1.70 -0.42  0.000
C 4.72 2.71 1.42  0.004
C 3.55 2.39 2.34  0.029
C 2.67 3.63 2.46  0.001
O 2.77 1.32 1.78  -0.013
H 5.45 3.35 1.92  0.000
H 4.38 3.23 0.52  0.001
H 5.32 1.83 1.15  0.000
H 3.90 2.14 3.34  -0.008
H 1.83 3.49 3.15  0.000
H 2.28 3.94 1.49  0.001
H 3.26 4.45 2.89  0.001
H 2.42 1.59 0.91  -0.008
C 4.64 -2.20 -0.23  0.000
C 3.60 -1.09 -0.06  0.013
C 2.74 -0.95 -1.29  -0.001
O 2.73 -1.48 1.04  0.026
H 4.20 -3.10 -0.66  0.000
H 5.00 -2.47 0.77  0.000
H 5.48 -1.85 -0.83  0.000
H 4.13 -0.19 0.21  0.001
H 2.36 -1.94 -1.58  -0.001
H 3.34 -0.63 -2.15  0.000
H 1.92 -0.25 -1.16  0.001
H 2.14 -2.17 0.71  0.013
C -4.28 -2.76 -1.46  0.001
C -3.80 -1.91 -0.30  0.001
C -4.92 -1.15 0.39  -0.001
O -3.08 -2.71 0.65  0.026
H -4.75 -3.68 -1.12  0.000
H -3.54 -2.97 -2.22  0.001
H -5.06 -2.22 -2.02  0.000
H -3.13 -1.14 -0.68  0.003
H -5.67 -1.85 0.78  0.000
H -5.37 -0.44 -0.30  0.000
H -4.50 -0.61 1.23  0.001
H -3.62 -3.47 0.89  0.000

The value obtained for the molar mass is 739.88 g mol⁻¹. Its LUMO energy (alpha / beta) is -0.4992 / -0.5574 eV. The calculation puts the total energy at -119830.6551 eV. The spin multiplicity is 7. The calculation puts the energy above the lowest of the compared OMol25 structures with the same formula, charge and spin at 0.00 kJ/mol. Its HOMO energy (alpha / beta) is -8.52 / -9.94 eV.

4.
Molecular formula: C18H50B2N2NaO2Sn
Method: DFT, the ωB97M-V functional and the def2-TZVPD basis

Each line ends with the Mulliken charge.
CARTESIAN COORDINATES (ANGSTROEM)
Na 24.37 -10.70 29.26  0.589
Sn 24.08 -11.31 25.07  1.297
B 22.89 -12.04 27.74  1.283
H 23.99 -12.24 27.65  -0.145
H 22.79 -10.93 27.66  -0.723
H 22.30 -12.54 26.88  -0.357
H 22.57 -12.48 28.75  -0.415
B 25.31 -9.15 27.52  0.808
H 25.76 -10.18 27.56  -0.298
H 25.17 -8.75 28.57  -0.233
H 25.84 -8.42 26.82  -0.142
H 24.22 -9.23 27.11  -0.556
C 20.96 -8.72 26.98  -1.038
C 21.09 -8.81 25.50  -0.477
N 21.15 -10.12 24.82  0.461
C 21.24 -10.05 23.36  -0.649
C 19.87 -9.85 22.63  -1.255
C 20.17 -11.09 25.36  -0.067
C 20.41 -12.50 24.75  -1.107
H 20.11 -9.27 27.40  0.327
H 20.85 -7.67 27.24  0.451
H 21.91 -9.01 27.42  -0.117
H 20.34 -8.22 24.96  0.313
H 22.06 -8.42 25.18  0.377
H 21.85 -9.18 23.12  0.522
H 21.65 -10.96 22.92  0.354
H 20.07 -9.71 21.57  0.417
H 19.15 -10.62 22.89  0.290
H 19.38 -8.92 22.94  0.308
H 19.11 -10.93 25.17  0.271
H 20.41 -11.22 26.41  -0.209
H 19.97 -13.30 25.34  0.457
H 21.47 -12.78 24.71  -0.014
H 20.07 -12.53 23.72  0.352
C 26.37 -10.18 32.53  -1.397
C 27.08 -11.21 31.67  -0.481
N 26.23 -11.99 30.77  0.532
C 27.01 -12.65 29.70  -0.466
C 27.81 -13.87 30.12  -1.371
C 25.34 -12.77 31.64  -0.726
C 24.44 -13.77 30.88  -0.620
H 25.88 -9.41 31.92  0.221
H 27.11 -9.61 33.11  0.426
H 25.65 -10.59 33.23  0.395
H 27.85 -10.72 31.08  0.431
H 27.58 -11.78 32.47  0.297
H 27.72 -11.90 29.35  0.652
H 26.35 -12.82 28.85  -0.183
H 27.19 -14.63 30.60  0.285
H 28.55 -13.51 30.83  0.366
H 28.41 -14.24 29.29  0.445
H 26.02 -13.33 32.30  0.482
H 24.79 -12.11 32.31  0.345
H 24.08 -14.59 31.50  0.478
H 23.59 -13.26 30.44  -0.182
H 24.99 -14.22 30.06  -0.018
C 20.28 -11.29 30.32  -0.383
C 18.87 -10.75 30.35  0.619
O 18.61 -9.61 30.64  -0.542
C 17.75 -11.77 30.12  -1.119
H 20.97 -10.66 30.90  0.335
H 20.63 -11.22 29.29  -0.321
H 20.43 -12.28 30.73  0.408
H 17.58 -11.77 29.03  0.233
H 16.82 -11.49 30.61  0.355
H 17.99 -12.79 30.40  0.339
C 23.92 -15.28 27.55  -0.746
C 23.58 -15.38 26.08  0.771
O 24.09 -14.56 25.32  -0.565
C 22.58 -16.37 25.58  -1.192
H 23.84 -16.27 28.01  0.533
H 23.16 -14.68 28.04  0.064
H 24.94 -14.91 27.64  0.218
H 21.96 -15.90 24.81  0.310
H 21.96 -16.59 26.46  0.356
H 22.96 -17.30 25.14  0.338

The value obtained for the molar mass is 489.93 g mol⁻¹. Its LUMO energy is -5.2816 eV. The calculation puts the total energy at -38141.8936 eV. The calculation puts the energy above the lowest of the compared OMol25 structures with the same formula, charge and spin at 92.22 kJ/mol. Its total charge is +1. Its HOMO energy is -11.30 eV.

5.
Molecular formula: C18H50FN14O27P2
Method: DFT, the ωB97M-V functional and the def2-TZVPD basis

Each line ends with the Mulliken charge.
CARTESIAN COORDINATES (ANGSTROEM)
C 4.90 0.26 -3.68  -0.020
C 4.29 -0.51 -3.00  -1.019
C 3.54 -1.44 -2.18  -0.099
C 2.32 -0.70 -1.57  -0.992
C 1.01 -1.41 -1.96  -0.046
P -0.42 -0.61 -1.26  0.882
N -0.06 0.72 -0.41  -0.372
F -1.07 -1.61 -0.31  -0.169
P -1.77 -0.06 -2.95  0.283
O -1.17 -0.47 -4.23  -0.451
H 5.40 1.02 -4.22  0.486
H 4.20 -1.72 -1.37  0.375
H 3.25 -2.30 -2.77  0.248
H 2.39 -0.71 -0.49  0.435
H 2.29 0.32 -1.94  0.621
H 1.02 -2.42 -1.58  -0.078
H 0.88 -1.46 -3.04  0.318
H -0.35 0.68 0.57  0.233
H -0.41 1.57 -0.84  0.266
H -2.99 -0.66 -2.58  0.064
H -1.96 1.32 -2.79  0.159
C -4.40 -3.02 -0.67  -0.804
N -5.57 -2.46 -1.39  1.020
O -6.60 -3.08 -1.40  -0.532
O -5.41 -1.37 -1.92  -0.607
H -4.66 -3.97 -0.24  0.396
H -3.58 -3.13 -1.38  0.290
H -4.16 -2.30 0.10  0.254
C -0.17 2.99 3.58  -0.698
N -0.53 2.28 2.33  1.002
O -0.50 2.88 1.27  -0.583
O -0.82 1.10 2.40  -0.656
H 0.06 4.02 3.34  0.300
H -1.03 2.94 4.24  0.300
H 0.69 2.48 4.01  0.280
C -0.92 -5.35 1.61  -0.940
N -1.50 -4.98 0.29  0.851
O -0.79 -4.41 -0.52  -0.452
O -2.66 -5.26 0.11  -0.462
H 0.11 -5.03 1.64  0.293
H -1.51 -4.85 2.38  0.344
H -1.01 -6.43 1.71  0.362
C -7.77 -1.39 1.60  -0.662
N -6.67 -1.91 2.47  0.847
O -5.54 -1.97 2.00  -0.511
O -6.97 -2.24 3.59  -0.512
H -7.35 -1.14 0.63  0.238
H -8.51 -2.18 1.51  0.288
H -8.19 -0.52 2.09  0.290
C 2.94 -5.77 -2.52  -0.880
N 2.73 -5.17 -1.17  0.842
O 2.84 -5.88 -0.20  -0.468
O 2.46 -3.99 -1.13  -0.521
H 3.16 -6.82 -2.39  0.334
H 2.01 -5.63 -3.08  0.302
H 3.76 -5.24 -2.99  0.326
C -1.45 5.72 7.07  -0.729
N -1.80 4.99 5.82  0.926
O -1.78 5.60 4.77  -0.523
O -2.10 3.81 5.92  -0.576
H -1.22 6.74 6.82  0.304
H -2.30 5.65 7.73  0.310
H -0.59 5.21 7.50  0.302
C 1.53 -0.12 -5.84  -0.275
N 2.07 -1.50 -6.04  0.971
O 1.39 -2.30 -6.63  -0.584
O 3.18 -1.70 -5.59  -0.545
H 0.54 -0.07 -6.28  0.295
H 1.49 0.05 -4.77  -0.063
H 2.21 0.57 -6.31  0.189
C -3.36 9.54 9.91  -0.702
N -2.33 8.50 9.67  0.855
O -2.54 7.68 8.78  -0.543
O -1.35 8.51 10.37  -0.518
H -4.17 9.39 9.20  0.314
H -3.70 9.43 10.93  0.285
H -2.89 10.51 9.76  0.284
C 3.62 3.72 -8.26  -0.744
N 2.76 3.26 -7.14  0.833
O 1.66 2.81 -7.39  -0.488
O 3.22 3.35 -6.01  -0.529
H 3.08 3.57 -9.19  0.319
H 3.84 4.77 -8.09  0.288
H 4.53 3.13 -8.23  0.307
C 3.84 -6.70 3.04  -0.604
N 2.90 -7.26 4.04  0.887
O 1.86 -7.74 3.63  -0.527
O 3.23 -7.19 5.20  -0.532
H 3.41 -6.83 2.05  0.204
H 3.97 -5.65 3.27  0.267
H 4.78 -7.23 3.13  0.319
C 3.68 4.78 2.55  -0.705
N 3.60 4.63 4.03  0.889
O 2.51 4.75 4.56  -0.520
O 4.64 4.41 4.61  -0.518
H 2.68 4.99 2.17  0.278
H 4.35 5.61 2.34  0.300
H 4.08 3.86 2.15  0.282
C 2.38 6.07 -4.27  -0.459
N 3.52 6.94 -3.85  0.899
O 3.71 7.09 -2.67  -0.535
O 4.17 7.44 -4.74  -0.524
H 1.90 5.70 -3.38  0.281
H 1.71 6.68 -4.86  0.283
H 2.80 5.26 -4.86  0.079
C -3.73 -7.24 -2.38  -0.644
N -2.57 -8.14 -2.15  0.871
O -2.50 -9.15 -2.81  -0.525
O -1.77 -7.80 -1.31  -0.510
H -4.36 -7.67 -3.15  0.336
H -4.27 -7.15 -1.44  0.237
H -3.34 -6.27 -2.68  0.233

The value obtained for the molar mass is 975.61 g mol⁻¹. Its LUMO energy is -3.3075 eV. The calculation puts the total energy at -116872.7855 eV. The calculation puts the energy above the lowest of the compared OMol25 structures with the same formula, charge and spin at 0.00 kJ/mol. Its total charge is +1. Its HOMO energy is -12.01 eV.

Which of these has the lowest molar mass? C18H50B2N2NaO2Sn